5 unconnected molecules or ions with the total composition C24H54N5O6 at a distorted geometry, computed with ωB97M-V/def2-TZVPD.

Structure (ORCA input):
```
! RIJCOSX wB97M-V def2-TZVPD def2/J DEFGRID3
* xyz 1 1
C 0.212 -1.120 2.040
C -0.712 -1.098 0.722
C -2.192 -0.982 1.260
C -3.015 -2.183 1.336
N -4.289 -2.068 1.847
C -4.836 -0.881 2.307
C -4.078 0.372 2.245
C -2.687 0.335 1.704
C -1.866 1.660 1.648
O -1.320 2.006 0.640
O -1.840 2.429 2.796
H -0.265 -0.378 2.742
H 1.270 -0.828 1.831
H 0.089 -2.147 2.471
H -0.476 -0.240 0.045
H -0.588 -2.059 0.146
H -2.588 -3.155 0.994
H -4.852 -2.925 1.887
H -5.864 -0.898 2.730
H -4.487 1.347 2.616
H -2.019 1.790 3.522
C -2.681 2.691 -4.090
C -2.001 1.864 -3.003
C -1.516 0.486 -3.488
O -2.547 -0.482 -3.640
C -3.271 -0.390 -4.857
N -2.910 1.743 -1.858
H -3.697 2.352 -4.300
H -2.754 3.736 -3.781
H -2.111 2.660 -5.022
H -1.118 2.424 -2.678
H -0.845 0.079 -2.724
H -0.924 0.568 -4.407
H -2.636 -0.070 -5.689
H -4.119 0.289 -4.743
H -3.670 -1.379 -5.086
H -2.415 1.278 -1.099
H -3.636 1.075 -2.119
C -0.126 4.657 5.241
C -1.460 4.146 5.776
C -1.658 4.393 7.282
O -0.932 3.508 8.121
C 0.430 3.858 8.317
N -1.594 2.721 5.443
H 0.708 4.007 5.509
H -0.151 4.708 4.151
H 0.088 5.660 5.616
H -2.249 4.694 5.251
H -2.713 4.216 7.516
H -1.452 5.436 7.549
H 0.576 4.942 8.339
H 1.053 3.407 7.542
H 0.747 3.446 9.275
H -2.526 2.409 5.713
H -0.977 2.203 6.069
C 5.992 -4.477 2.134
C 4.496 -4.281 1.909
C 4.111 -2.832 1.554
O 4.109 -1.938 2.660
C 5.388 -1.437 3.014
N 3.770 -4.759 3.092
H 6.322 -4.099 3.103
H 6.242 -5.539 2.107
H 6.575 -3.979 1.356
H 4.214 -4.910 1.058
H 3.080 -2.841 1.182
H 4.730 -2.439 0.738
H 6.029 -1.293 2.140
H 5.870 -2.103 3.733
H 5.247 -0.473 3.504
H 2.771 -4.722 2.900
H 3.900 -4.067 3.828
C -0.067 -1.727 -6.495
C 0.756 -0.459 -6.703
C 1.106 -0.185 -8.178
O 2.148 -1.000 -8.693
C 1.740 -2.293 -9.107
N 1.959 -0.530 -5.865
H 0.535 -2.634 -6.572
H -0.516 -1.729 -5.499
H -0.878 -1.792 -7.225
H 0.146 0.382 -6.353
H 1.477 0.842 -8.249
H 0.218 -0.240 -8.820
H 0.732 -2.290 -9.530
H 1.799 -2.995 -8.271
H 2.437 -2.636 -9.872
H 2.454 0.357 -5.928
H 2.596 -1.192 -6.306
*
```

calculated total energy = -45489.721 eV
LUMO level = -4.96 eV
gap between HOMO and LUMO = 5.790 eV
max |F| = 3.561 eV/A
HOMO = -10.751 eV



C3H10NO2P in the gas phase at a distorted geometry, computed with ωB97M-V/def2-TZVPD.

Structure (ORCA input):
```
! RIJCOSX wB97M-V def2-TZVPD def2/J DEFGRID3
* xyz 0 1
C -0.857 -1.909 0.197
C 1.941 -0.174 0.203
C -0.961 0.646 -0.622
N -0.791 2.360 1.056
O 0.826 -1.365 -1.891
O -1.384 1.202 0.606
P 0.367 -0.802 -0.654
H -1.443 -2.248 -0.715
H -0.241 -2.713 0.703
H -1.324 -1.245 0.951
H 1.763 0.650 0.924
H 2.408 -1.148 0.478
H 2.542 0.097 -0.605
H -1.860 0.283 -1.037
H -0.515 1.383 -1.332
H 0.071 2.098 1.562
H -0.540 2.886 0.176
*
```

calculated total energy = -18144.728 eV
LUMO level = 0.70 eV
gap between HOMO and LUMO = 9.830 eV
max |F| = 4.715 eV/A
energy above the lowest of the compared OMol25 structures with the same formula, charge and spin = 119.1 kcal/mol
HOMO = -9.130 eV



A molecular structure, C24H16Co2NO6 at a distorted geometry, computed with ωB97M-V/def2-TZVPD.

Structure (ORCA input):
```
! RIJCOSX wB97M-V def2-TZVPD def2/J DEFGRID3
* xyz -1 1
C -3.748 2.058 0.474
C -4.424 0.724 0.487
C -5.808 0.630 0.599
C -6.436 -0.614 0.628
C -5.668 -1.776 0.587
C -4.280 -1.705 0.474
C -3.451 -2.948 0.445
C -3.658 -0.450 0.360
N -2.280 -0.371 0.054
C -1.194 -0.525 -0.456
H -2.657 1.992 0.515
H -4.028 2.622 -0.425
H -4.109 2.654 1.323
H -6.379 1.554 0.671
H -7.517 -0.677 0.703
H -6.130 -2.759 0.649
H -2.375 -2.752 0.496
H -3.748 -3.602 1.277
H -3.653 -3.529 -0.465
O 3.830 4.025 -1.752
C 3.696 3.436 -0.762
Co 3.605 2.600 0.760
C 4.917 1.467 0.386
O 5.873 0.858 0.146
C 4.332 3.952 1.595
O 4.874 4.816 2.135
C 1.685 2.133 0.572
C 1.362 0.860 0.144
C 0.725 0.195 -0.914
C 1.575 -0.811 -1.670
C 1.778 -0.671 -3.062
C 2.544 -1.606 -3.774
C 3.151 -2.670 -3.094
C 2.986 -2.821 -1.701
C 2.206 -1.888 -1.006
Co 2.243 0.857 1.722
C 3.271 1.741 2.920
O 3.710 2.031 3.955
C 1.043 0.013 2.685
O 0.193 -0.587 3.195
C 3.407 -0.489 1.637
O 4.184 -1.348 1.672
H 0.961 2.961 0.570
H 0.148 0.862 -1.594
H 1.310 0.174 -3.574
H 2.661 -1.509 -4.850
H 3.733 -3.418 -3.636
H 3.470 -3.651 -1.163
H 2.066 -2.039 0.062
*
```

calculated total energy = -114172.663 eV
LUMO level = 2.49 eV
gap between HOMO and LUMO = 5.644 eV
max |F| = 5.012 eV/A
energy above the lowest of the compared OMol25 structures with the same formula, charge and spin = 77.0 kcal/mol
HOMO = -3.153 eV



C8H11FS in the gas phase at a distorted geometry, computed with ωB97M-V/def2-TZVPD.

Structure (ORCA input):
```
! RIJCOSX wB97M-V def2-TZVPD def2/J DEFGRID3
* xyz 0 1
C -0.567 0.889 -0.880
C -0.630 -0.400 -0.656
C 1.074 1.363 0.928
C 0.241 -0.989 0.387
C 0.772 0.047 1.447
C -1.203 1.864 -1.700
C -1.441 -1.331 -1.510
C 1.916 -0.506 2.269
F -0.369 -1.972 1.076
S 2.078 2.634 1.079
H 1.061 -1.543 -0.028
H -0.180 0.145 1.991
H -2.234 1.432 -2.171
H -0.640 2.276 -2.600
H -1.473 2.712 -1.187
H -2.269 -2.135 -1.111
H -0.786 -1.938 -2.164
H -2.016 -0.735 -2.297
H 1.641 -1.463 2.606
H 2.171 0.139 3.031
H 2.855 -0.491 1.491
*
```

calculated total energy = -22021.938 eV
LUMO level (alpha / beta) = -0.27 / -0.11 eV
gap between HOMO and LUMO (alpha / beta) = 7.243 / 7.598 eV
max |F| = 4.660 eV/A
energy above the lowest of the compared OMol25 structures with the same formula, charge and spin = 46.4 kcal/mol
HOMO (alpha / beta) = -7.510 / -7.708 eV



A gas-phase ion, C6H11N4 (charge +1) at a distorted geometry, computed with ωB97M-V/def2-TZVPD.

Structure (ORCA input):
```
! RIJCOSX wB97M-V def2-TZVPD def2/J DEFGRID3
* xyz 1 1
C -0.627 1.421 -1.026
C 1.642 -1.251 -1.054
C -1.588 1.351 0.092
C -1.036 0.334 1.220
C 0.234 -0.305 0.905
C 0.198 -0.779 -0.524
N 0.068 0.408 -1.401
N 1.112 0.428 -2.305
N 2.048 -0.447 -1.996
N 2.426 -2.178 -0.568
H -0.890 2.313 -1.598
H -1.461 2.330 0.573
H -2.570 1.046 -0.245
H -0.877 0.935 2.061
H -1.798 -0.373 1.338
H 1.248 0.237 0.926
H 0.194 -1.243 1.613
H -0.703 -1.460 -0.696
H 1.436 1.148 -2.958
H 2.134 -2.910 0.164
H 3.208 -2.454 -1.219
*
```

calculated total energy = -12350.874 eV
LUMO level (alpha / beta) = -4.12 / -4.12 eV
gap between HOMO and LUMO (alpha / beta) = 7.565 / 7.564 eV
max |F| = 4.578 eV/A
energy above the lowest of the compared OMol25 structures with the same formula, charge and spin = 82.8 kcal/mol
HOMO (alpha / beta) = -11.685 / -11.685 eV



A molecular structure, C10H8N12NiOS, computed with ωB97M-V/def2-TZVPD.

Structure (ORCA input):
```
! RIJCOSX wB97M-V def2-TZVPD def2/J DEFGRID3
* xyz -2 3
Ni 0.316 0.908 -1.388
N 3.958 -0.832 -3.156
C 2.821 -0.478 -2.393
S 1.892 0.845 -3.006
N 2.630 -1.189 -1.338
N 1.555 -0.887 -0.514
C 1.580 -1.746 0.517
C 0.751 -1.934 1.646
C 1.013 -2.967 2.597
C 0.208 -3.183 3.691
C -0.924 -2.388 3.935
C -1.220 -1.346 3.040
C -0.407 -1.145 1.956
O -0.521 -0.169 0.989
H 3.834 -0.552 -4.117
H 4.185 -1.812 -3.057
H 2.413 -2.450 0.471
H 1.878 -3.603 2.438
H 0.449 -3.984 4.383
H -1.556 -2.567 4.796
H -2.076 -0.707 3.194
N -2.643 3.164 -1.124
C -2.379 2.238 -0.173
N -3.098 2.029 0.940
N -2.501 1.030 1.594
N -1.495 0.708 0.843
N -1.346 1.404 -0.269
C -1.806 3.370 -2.223
N -2.054 4.334 -3.095
N -1.058 4.213 -3.994
N -0.278 3.236 -3.659
N -0.717 2.658 -2.529
H -3.404 3.801 -0.996
*
```

calculated total energy = -82303.043 eV
LUMO level (alpha / beta) = 5.35 / 5.33 eV
gap between HOMO and LUMO (alpha / beta) = 4.398 / 6.099 eV
max |F| = 0.846 eV/A
HOMO (alpha / beta) = 0.956 / -0.770 eV



A molecular structure, C22H39Cl2N4O3SV at a distorted geometry, computed with ωB97M-V/def2-TZVPD.

Structure (ORCA input):
```
! RIJCOSX wB97M-V def2-TZVPD def2/J DEFGRID3
* xyz -1 4
O 1.037 0.887 -0.746
C 1.254 1.376 -2.017
C 1.375 2.911 -1.976
C 1.061 3.639 -0.828
H 0.767 3.105 0.076
C 1.071 5.037 -0.857
H 0.777 5.583 0.040
C 1.446 5.711 -2.022
H 1.457 6.803 -2.046
C 1.820 4.982 -3.161
H 2.126 5.499 -4.073
C 1.790 3.587 -3.132
H 2.058 2.994 -4.010
H 2.218 0.997 -2.418
C 0.411 -0.436 -3.697
C 0.161 0.872 -3.029
H 0.093 -0.409 -4.748
H -0.164 -1.232 -3.200
H 1.477 -0.692 -3.661
C -0.934 1.626 -3.235
C -2.040 1.296 -4.178
H -1.055 2.551 -2.667
H -2.047 1.970 -5.045
H -3.005 1.421 -3.678
H -1.980 0.269 -4.554
V -0.404 -0.128 0.003
Cl -1.483 1.781 0.710
Cl -2.045 -0.912 -1.406
C -2.580 -1.069 1.645
O -1.335 -1.235 1.470
N -3.366 -1.958 2.243
C -2.900 -3.289 2.632
C -4.774 -1.676 2.484
H -3.059 -0.145 1.287
H -1.887 -3.454 2.256
H -3.576 -4.049 2.221
H -2.916 -3.389 3.727
H -4.990 -0.656 2.151
H -5.003 -1.764 3.555
H -5.413 -2.379 1.936
H 1.755 -4.960 -0.813
H 4.274 -3.922 -0.502
C 1.719 -4.192 -1.599
C 3.943 -3.161 -1.223
N 2.495 -3.020 -1.207
H 0.681 -3.909 -1.789
C 1.914 -1.971 -0.618
O 0.668 -1.873 -0.484
H 4.395 -2.199 -0.962
H 2.604 -1.188 -0.257
H 2.172 -4.610 -2.503
H 4.273 -3.463 -2.223
C 0.548 2.210 6.554
C -0.190 1.642 5.357
N 0.790 1.282 4.304
C 0.692 0.187 3.523
S 1.349 0.259 1.961
N 0.114 -0.923 4.050
C 0.445 -1.410 5.406
C -0.765 -2.032 6.079
H 1.344 1.537 6.891
H -0.148 2.367 7.380
H 0.999 3.173 6.298
H -0.781 0.754 5.613
H -0.877 2.396 4.941
H 1.182 2.084 3.807
H -0.030 -1.665 3.360
H 1.251 -2.158 5.320
H 0.841 -0.573 5.994
H -1.116 -2.920 5.538
H -0.485 -2.344 7.090
H -1.595 -1.320 6.158
*
```

calculated total energy = -97122.033 eV
LUMO level (alpha / beta) = 2.35 / 2.34 eV
gap between HOMO and LUMO (alpha / beta) = 3.941 / 6.545 eV
max |F| = 3.317 eV/A
HOMO (alpha / beta) = -1.590 / -4.205 eV



A molecular structure, C31H29N9O9S3Ti, computed with ωB97M-V/def2-TZVPD.

Structure (ORCA input):
```
! RIJCOSX wB97M-V def2-TZVPD def2/J DEFGRID3
* xyz -2 1
Ti -0.433 -2.189 -0.138
N -1.461 -0.598 -1.676
N -2.760 -1.067 -1.943
C -3.130 -2.255 -1.318
O -4.297 -2.605 -1.309
O -2.138 -2.912 -0.788
H -1.464 0.251 -1.103
H -1.001 -0.412 -2.561
H -3.494 -0.375 -1.962
C 4.851 -5.351 2.883
C 4.302 -4.052 2.361
C 3.921 -3.932 1.028
C 3.297 -2.784 0.563
C 3.061 -1.733 1.434
C 3.454 -1.822 2.760
C 4.074 -2.976 3.214
S 2.196 -0.276 0.876
O 3.192 0.578 0.254
O 1.524 0.260 2.035
N 1.144 -0.770 -0.226
C 1.512 -0.477 -1.607
C 1.015 -1.579 -2.530
O 1.152 -1.470 -3.740
O 0.446 -2.566 -1.920
H 4.032 -6.042 3.096
H 5.410 -5.201 3.808
H 5.504 -5.829 2.152
H 4.061 -4.768 0.352
H 2.946 -2.737 -0.461
H 3.225 -1.012 3.439
H 4.337 -3.065 4.261
H 2.591 -0.385 -1.744
H 1.076 0.470 -1.947
S 0.224 -4.578 -0.126
C 0.841 -5.002 1.423
C 1.505 -6.260 1.568
N 2.060 -7.264 1.686
C 0.766 -4.128 2.464
S -0.004 -2.595 2.250
C 1.302 -4.454 3.747
N 1.737 -4.713 4.783
O -5.577 1.079 1.707
C -4.708 0.229 1.654
C -4.893 -1.208 2.155
C -3.529 -1.836 1.934
C -2.764 -0.703 1.276
O -1.560 -0.842 0.896
N -3.440 0.419 1.142
H -5.681 -1.679 1.567
H -5.217 -1.185 3.196
H -3.535 -2.701 1.270
H -3.006 -2.127 2.846
C 3.047 3.257 -2.001
C 1.682 3.768 -2.372
C 0.930 3.144 -3.367
C -0.350 3.575 -3.669
C -0.910 4.653 -2.991
N -2.249 5.029 -3.271
C -3.276 5.371 -2.421
O -4.267 5.946 -2.855
N -3.178 5.070 -1.084
C -2.350 4.126 -0.428
C -1.845 4.401 0.832
C -1.017 3.473 1.437
C -0.684 2.317 0.746
N -1.173 2.055 -0.463
C -2.014 2.914 -1.012
C -0.155 5.316 -2.035
C 1.118 4.861 -1.724
H 3.749 3.371 -2.830
H 3.013 2.200 -1.728
H 3.445 3.794 -1.140
H 1.336 2.283 -3.885
H -0.944 3.041 -4.402
H -2.515 5.140 -4.235
H -3.980 5.410 -0.578
H -2.097 5.334 1.323
H -0.620 3.642 2.429
H -0.027 1.571 1.177
H -2.437 2.646 -1.975
H -0.582 6.160 -1.509
H 1.682 5.361 -0.944
*
```

calculated total energy = -120086.808 eV
LUMO level = 3.97 eV
gap between HOMO and LUMO = 6.841 eV
max |F| = 0.323 eV/A
energy above the lowest of the compared OMol25 structures with the same formula, charge and spin = 0.0 kcal/mol
HOMO = -2.868 eV



C2HBrF3I in the gas phase at a distorted geometry, computed with ωB97M-V/def2-TZVPD.

Structure (ORCA input):
```
! RIJCOSX wB97M-V def2-TZVPD def2/J DEFGRID3
* xyz 0 1
C -0.224 -0.466 0.486
C 0.111 0.305 -0.760
F -0.770 1.283 -0.987
F 0.053 -0.513 -1.825
F 1.327 0.844 -0.752
Br 0.980 -1.851 0.840
I -0.217 1.173 2.470
H -1.261 -0.775 0.527
*
```

calculated total energy = -88385.209 eV
LUMO level = -1.82 eV
gap between HOMO and LUMO = 8.129 eV
max |F| = 2.600 eV/A
energy above the lowest of the compared OMol25 structures with the same formula, charge and spin = 0.0 kcal/mol
HOMO = -9.953 eV



2 unconnected molecules or ions with the total composition C4H12N2O at a distorted geometry, computed with ωB97M-V/def2-TZVPD.

Structure (ORCA input):
```
! RIJCOSX wB97M-V def2-TZVPD def2/J DEFGRID3
* xyz 0 1
C -1.461 0.787 -1.655
C -0.299 -0.225 -1.680
C 0.643 -0.049 -0.558
C 0.795 -0.870 0.527
N 1.671 -0.562 1.566
N 1.436 1.170 -0.691
H -1.367 1.548 -0.834
H -2.418 0.229 -1.478
H -1.394 1.442 -2.559
H 0.280 -0.013 -2.636
H -0.577 -1.268 -1.708
H 0.259 -1.816 0.526
H 2.035 -1.504 1.983
H 2.429 0.079 1.401
H 1.319 1.549 -1.607
H 1.094 1.914 -0.097
H -0.856 -0.389 2.880
H -1.832 -1.413 3.545
O -1.757 -0.610 3.073
*
```

calculated total energy = -9369.356 eV
LUMO level = 0.88 eV
gap between HOMO and LUMO = 8.414 eV
max |F| = 4.115 eV/A
energy above the lowest of the compared OMol25 structures with the same formula, charge and spin = 42.4 kcal/mol
HOMO = -7.530 eV



A molecular structure, C25H31Br2GdN5O4S3 at a distorted geometry, computed with ωB97M-V/def2-TZVPD.

Structure (ORCA input):
```
! RIJCOSX wB97M-V def2-TZVPD def2/J DEFGRID3
* xyz 1 8
Gd 0.589 0.596 -0.747
O -0.881 1.332 -2.321
N -0.713 1.915 -3.503
C -1.819 2.237 -4.163
C -1.826 2.609 -5.459
C -0.559 2.696 -6.103
C 0.639 2.541 -5.448
C 0.537 2.015 -4.103
S 1.860 1.432 -3.164
H -2.708 2.156 -3.575
H -2.817 2.791 -5.877
H -0.490 2.902 -7.222
H 1.572 2.660 -5.923
Br -0.584 3.919 4.147
C -0.712 2.010 4.550
Br 0.986 1.138 4.370
H -1.304 1.591 3.723
H -1.129 1.739 5.538
O 1.225 -3.468 2.510
C 2.519 -3.549 2.013
C 3.484 -4.322 2.667
C 4.801 -4.320 2.332
C 5.206 -3.507 1.252
C 4.236 -2.786 0.585
C 2.842 -2.862 0.892
C 1.919 -2.048 0.088
O 2.346 -0.783 -0.354
N 0.753 -2.578 -0.203
N -0.059 -1.757 -1.054
C -1.046 -2.402 -1.503
S -2.276 -1.520 -2.474
C -3.192 -3.032 -2.872
C -3.131 -4.054 -1.798
S -1.317 -4.159 -1.288
H 1.083 -3.992 3.345
H 3.216 -5.101 3.391
H 5.576 -4.863 2.869
H 6.243 -3.548 0.878
H 4.444 -2.100 -0.258
H -2.845 -3.466 -3.763
H -4.244 -2.755 -3.002
H -3.369 -4.984 -2.245
H -3.729 -3.859 -0.958
C -1.192 3.429 0.265
C 0.285 3.944 0.044
O 1.230 2.936 0.030
C 2.557 3.453 -0.318
C 3.614 2.435 0.019
H -1.768 4.280 0.572
H -1.306 2.643 1.101
H -1.694 3.089 -0.648
H 0.565 4.643 0.755
H 0.334 4.469 -0.933
H 2.698 4.363 0.247
H 2.422 3.725 -1.356
H 3.881 2.341 1.107
H 4.504 2.707 -0.471
H 3.424 1.394 -0.236
N -4.017 -0.957 4.176
C -3.120 -0.667 3.194
C -3.554 0.128 2.109
C -2.643 0.469 1.109
N -1.382 -0.026 1.008
C -1.047 -0.898 1.988
C -1.800 -1.143 3.152
H -4.611 -0.143 4.429
H -3.654 -1.527 4.893
H -4.508 0.457 1.863
H -3.110 1.089 0.355
H 0.006 -1.173 2.023
H -1.435 -1.927 3.752
*
```

calculated total energy = -235487.973 eV
LUMO level (alpha / beta) = -2.03 / -5.25 eV
gap between HOMO and LUMO (alpha / beta) = 8.451 / 5.200 eV
max |F| = 3.565 eV/A
energy above the lowest of the compared OMol25 structures with the same formula, charge and spin = 62.2 kcal/mol
HOMO (alpha / beta) = -10.481 / -10.447 eV